18
Properties=species:S:1:pos:R:3:forces:R:3 method="wB97M-V/def2-TZVPD" de_lowest_kcal_mol=75.4 lumo_ev=1.178 e_homo_ha=-0.289 max_force_ha_per_bohr=0.043 total_energy_ev=-6413.67104 total_charge=0 gap_ev=9.046
C 2.020941 0.909618 -0.566407 -0.007 0.100 -0.048
C 1.361704 -0.224637 0.207258 -0.073 0.109 0.047
C 0.236848 -0.878488 -0.570535 -0.721 1.116 0.169
C -0.787724 -1.603206 0.238765 -0.442 -0.188 0.125
C -1.364431 -0.351677 -0.270411 -0.540 -0.182 0.708
C -1.698519 0.841581 0.560076 -0.036 0.058 0.268
H 2.396567 0.543495 -1.528446 -0.049 0.081 0.145
H 1.293600 1.703924 -0.771777 0.108 -0.051 0.001
H 2.855948 1.352065 -0.013685 -0.112 -0.063 -0.074
H 1.023647 0.129606 1.195832 0.065 0.023 -0.122
H 2.119264 -0.994152 0.430027 -0.293 0.093 -0.133
H -0.243446 -0.237589 -1.359558 1.422 -1.152 -1.215
H -0.607053 -1.547092 1.314965 0.209 -0.218 -0.225
H -1.204508 -2.552153 -0.079677 0.032 -0.045 0.000
H -2.033937 -0.522903 -1.124986 0.517 0.311 0.091
H -2.563820 0.607980 1.184642 -0.014 0.217 0.119
H -1.943993 1.715269 -0.056598 0.072 -0.208 0.099
H -0.861080 1.108352 1.210519 -0.142 0.000 0.046